# 1
{
  "formula": "C37H34Cl2LiN3OP2",
  "method": "ωB97M-V/def2-TZVPD",
  "elements": ["Li", "C", "P", "C", "C", "C", "C", "C", "C", "C", "C", "C", "C", "C", "C", "C", "C", "C", "C", "C", "P", "C", "C", "C", "C", "C", "C", "C", "C", "C", "C", "C", "C", "N", "H", "H", "H", "H", "H", "H", "H", "H", "H", "H", "H", "H", "H", "H", "H", "H", "H", "H", "H", "H", "H", "H", "H", "H", "H", "H", "N", "C", "O", "C", "C", "C", "N", "C", "C", "H", "H", "H", "H", "H", "H", "Cl", "C", "Cl", "H", "H"],
  "coordinates": [[-14.8696, -9.1502, -11.1987], [-15.4069, -7.0191, -8.5693], [-13.6742, -7.2268, -9.2640], [-12.6837, -6.9591, -7.7453], [-13.0949, -6.0111, -6.7566], [-12.5295, -5.8628, -5.5137], [-11.4685, -6.6508, -5.2131], [-10.9225, -7.5652, -6.1071], [-11.5350, -7.7387, -7.3863], [-13.4896, -5.6592, -10.1393], [-14.3215, -5.3669, -11.2574], [-13.9835, -4.2559, -12.0412], [-13.0021, -3.3697, -11.6430], [-12.2408, -3.6158, -10.4647], [-12.4484, -4.7687, -9.7519], [-16.3860, -6.9989, -9.7154], [-17.3893, -6.0836, -9.9854], [-17.9122, -6.3954, -11.2287], [-17.1932, -7.5091, -11.6355], [-17.4516, -8.2169, -12.9130], [-15.8066, -8.4006, -13.8058], [-15.3685, -6.7275, -14.3747], [-14.0310, -6.4237, -14.6806], [-13.7263, -5.1927, -15.2093], [-14.7083, -4.2450, -15.5991], [-16.0510, -4.5393, -15.2690], [-16.3649, -5.7708, -14.7250], [-16.1293, -9.1956, -15.4086], [-15.2879, -8.9284, -16.4742], [-15.3207, -9.6859, -17.6393], [-16.1984, -10.7572, -17.7647], [-17.1439, -10.9108, -16.7441], [-17.1540, -10.1684, -15.5925], [-16.2380, -7.8863, -10.7348], [-15.5713, -7.9438, -7.9230], [-15.4516, -6.1625, -7.8488], [-13.9921, -5.4153, -6.9500], [-12.9361, -5.1677, -4.7728], [-10.9797, -6.6081, -4.2344], [-9.9645, -8.0446, -5.9132], [-11.1058, -8.4759, -8.0343], [-15.0269, -6.0969, -11.6592], [-14.4322, -4.0532, -12.9718], [-12.5958, -2.5250, -12.2223], [-11.3744, -3.0298, -10.1996], [-11.7985, -4.9818, -8.9272], [-17.6737, -5.3273, -9.2781], [-18.7179, -5.9090, -11.7459], [-17.8355, -9.2401, -12.7999], [-18.1668, -7.7546, -13.5591], [-13.3352, -7.1554, -14.3803], [-12.7256, -5.0057, -15.3116], [-14.5021, -3.2487, -15.9727], [-16.8541, -3.8690, -15.5310], [-17.4237, -6.0414, -14.4959], [-14.6846, -8.0242, -16.4054], [-14.5007, -9.3687, -18.3281], [-16.0804, -11.4766, -18.5600], [-17.8782, -11.6623, -16.8586], [-17.9799, -10.4150, -14.9888], [-15.3486, -15.9760, -9.3807], [-15.5141, -15.4106, -10.6237], [-15.7754, -15.9718, -11.6761], [-15.1940, -13.9397, -10.6496], [-15.0424, -13.4129, -11.9112], [-14.8703, -12.0175, -12.1040], [-14.6996, -11.2599, -10.9739], [-14.9618, -11.7758, -9.8158], [-15.1907, -13.1139, -9.5463], [-15.5615, -16.9558, -9.3555], [-14.6542, -15.6122, -8.7246], [-15.0386, -14.0780, -12.7549], [-14.7028, -11.5956, -13.1044], [-14.9761, -10.9770, -8.9980], [-15.4354, -13.5153, -8.5830], [-10.3442, -7.5429, -10.7710], [-11.1221, -9.0780, -10.8460], [-12.1565, -9.4192, -12.2993], [-11.7612, -9.1273, -9.9826], [-10.4805, -9.8701, -10.9037]],
  "atomic_forces_ev_per_a": [[0.258, -0.030, -0.083], [-0.087, -1.060, 1.019], [-0.623, -0.226, 0.378], [1.160, -0.086, 2.052], [-1.174, -0.279, -1.306], [-0.712, 0.388, -0.048], [2.201, -1.234, 1.193], [-0.713, 0.427, -1.810], [-0.766, 1.196, 1.204], [-0.004, 0.894, -0.305], [1.702, -0.180, 0.098], [0.325, 0.377, 1.053], [1.921, 0.332, 1.227], [-0.467, -0.301, -1.218], [-1.286, -0.442, -0.666], [0.397, 0.408, 0.692], [0.692, 0.240, 1.515], [0.153, -0.577, -0.306], [-0.814, 0.283, -0.710], [1.235, -1.194, -0.736], [-0.127, -0.056, 0.732], [-0.725, 1.154, -1.041], [-2.459, 0.250, 0.826], [-1.981, 0.673, -0.800], [-0.539, -1.048, 1.502], [0.917, -0.390, -0.758], [-0.341, -1.289, 1.070], [-1.455, -0.554, 0.339], [-0.548, 0.360, 0.060], [1.334, 0.486, -0.167], [0.592, 0.608, 0.584], [0.755, -0.175, -1.088], [1.608, 0.691, -0.953], [-0.487, -0.062, -0.322], [0.201, 0.930, -0.627], [-0.271, -0.577, -1.063], [0.478, -0.069, -0.143], [0.113, -0.206, -0.410], [-0.243, 0.250, -0.237], [-0.417, -0.175, 0.200], [0.026, -0.188, -0.425], [0.021, 0.337, 0.418], [-0.863, -0.070, -0.814], [-0.904, -0.431, -0.116], [-0.106, 0.467, -0.076], [0.094, -0.245, 0.296], [-0.160, 0.360, -0.056], [-0.130, 0.014, -0.166], [0.184, -0.015, 0.226], [-0.512, 0.692, -0.199], [1.249, -0.456, 0.116], [2.402, 0.827, -0.551], [0.425, -0.251, -0.143], [-0.003, 0.237, 0.045], [0.972, 0.479, -0.290], [0.286, -0.521, -0.156], [-1.089, -0.838, -0.010], [-0.352, 0.094, -0.236], [-0.724, -0.746, -0.105], [-0.484, 0.264, 1.480], [-0.267, -0.171, -0.488], [1.395, 0.336, -0.249], [-0.421, -0.273, 1.412], [-0.536, -0.311, -0.181], [0.292, 2.057, -1.285], [1.136, -1.732, 1.894], [-0.995, 0.800, -3.446], [0.150, 1.387, 3.253], [-0.199, -0.093, -0.711], [0.210, -0.302, 0.232], [-0.626, -0.189, -0.536], [-0.234, -0.114, -0.191], [-0.170, 0.092, 0.663], [0.091, -1.474, -0.792], [0.007, 0.258, 0.427], [0.342, 0.510, -0.424], [-2.084, 0.691, -0.342], [0.073, 0.660, 0.296], [-0.382, -0.220, 0.083], [2.086, -1.660, 0.200]],
  "mulliken_charge": [0.91, -0.55, 0.77, 0.35, 0.18, -1.10, -0.23, -0.90, -0.19, 0.58, 0.03, -0.55, -1.05, -0.61, -0.85, 0.04, -1.05, -1.35, 0.13, -0.75, 0.50, 0.13, -0.22, -0.68, -0.80, -0.54, -0.21, 0.90, -0.57, -0.38, -0.81, -0.51, -0.72, -0.10, 0.33, 0.29, 0.22, 0.39, 0.32, 0.38, 0.25, 0.30, 0.74, 0.32, 0.37, 0.41, 0.49, 0.51, 0.44, 0.64, 0.56, 0.57, 0.34, 0.41, 0.16, 0.24, 0.31, 0.40, 0.41, 0.38, -0.38, 0.20, -0.59, 0.61, -0.50, -0.51, -0.22, -0.14, -0.72, 0.25, 0.23, 0.48, 0.44, 0.26, 0.50, -0.09, -0.06, -0.10, -0.23, 0.57],
  "e_tot_ev": -89266.390,
  "total_charge": 0,
  "homo_lumo_gap_ev": 6.06
}



# 2
{
  "formula": "C2H3NO2S",
  "method": "ωB97M-V/def2-TZVPD",
  "elements": ["C", "C", "N", "O", "O", "S", "H", "H", "H"],
  "coordinates": [[0.0250, 0.1496, 0.3020], [0.0057, -1.2885, -0.0639], [-0.9962, -0.4220, -0.7827], [-0.3497, 2.7701, 1.1158], [1.1119, 1.0502, -0.1571], [0.5133, 1.6415, 1.3236], [0.7734, -1.6377, -0.6802], [-0.3970, -2.1312, 0.6572], [-0.6865, -0.1319, -1.7147]],
  "atomic_forces_ev_per_a": [[0.242, 0.130, -2.808], [-1.871, -0.315, 1.795], [1.246, 1.194, 3.056], [-0.099, 0.248, 0.174], [-1.146, -0.870, 1.309], [-0.688, -1.830, -1.857], [1.463, -0.451, -0.599], [0.527, 2.004, -1.513], [0.325, -0.111, 0.442]],
  "mulliken_charge": [0.33, -0.19, -0.55, -0.43, -0.35, 0.48, 0.25, 0.20, 0.25],
  "e_tot_ev": -18538.760,
  "total_charge": 0,
  "homo_lumo_gap_ev": 9.74
}



# 3
{
  "formula": "C3H2N2O",
  "method": "ωB97M-V/def2-TZVPD",
  "elements": ["O", "C", "C", "C", "N", "N", "H", "H"],
  "coordinates": [[-2.4049, 0.8031, 1.1604], [-1.3472, 0.3888, 1.0207], [-0.2792, 0.1088, 0.2860], [1.0136, -0.4271, -0.1220], [0.6777, 0.1632, -1.4597], [-0.5026, 0.5116, -1.0521], [1.8570, -0.0802, 0.2609], [0.9857, -1.4682, -0.0941]],
  "atomic_forces_ev_per_a": [[-0.942, 0.186, 1.357], [0.896, -0.233, -1.488], [-1.689, 0.654, 0.846], [-2.217, -0.212, -1.607], [-1.677, -0.452, 0.852], [1.654, 0.281, -1.427], [3.711, 1.657, 1.888], [0.264, -1.882, -0.421]],
  "mulliken_charge": [-0.30, 0.41, 0.11, -0.29, -0.29, -0.15, 0.30, 0.21],
  "e_tot_ev": -8166.521,
  "total_charge": 0,
  "smiles": "O=C=C1CN=N1",
  "homo_lumo_gap_ev": 9.06
}



# 4
{
  "formula": "CH6N2O",
  "method": "ωB97M-V/def2-TZVPD",
  "elements": ["H", "N", "C", "N", "H", "H", "H", "O", "H", "H"],
  "coordinates": [[1.6286, -0.5327, -1.4812], [0.6774, -0.4855, -1.1515], [0.5603, 0.7967, -0.8034], [-0.4218, 1.2627, 0.0567], [0.9712, 1.5170, -1.5219], [-1.3079, 0.7667, 0.0402], [-0.2002, 2.1066, 0.5510], [-0.5960, -1.4746, 1.5798], [-0.9858, -0.6433, 1.5747], [-0.4896, -1.6378, 0.6826]],
  "atomic_forces_ev_per_a": [[0.058, -0.315, -1.382], [-0.249, 3.069, 2.547], [-1.245, -3.070, -1.733], [0.648, -0.637, -1.162], [1.039, 0.427, 1.141], [0.358, 0.504, 0.571], [-0.793, 0.143, -0.094], [0.375, -1.753, 2.481], [-0.954, 2.371, 0.426], [0.762, -0.740, -2.796]],
  "mulliken_charge": [0.24, -0.62, 0.09, -0.45, 0.32, 0.24, 0.21, -0.64, 0.29, 0.31],
  "e_tot_ev": -6160.753,
  "total_charge": 0,
  "smiles": "[H]/N=C/N.O",
  "homo_lumo_gap_ev": 10.41
}